No. 1
# C46H43Cl5NO7S4Sb2Zr

A molecular structure, C46H43Cl5NO7S4Sb2Zr (wB97M-V/def2-TZVPD, the Open Molecules 2025 dataset).

LUMO (eV): 2.09
Charge: -1
HOMO (hartree): -0.2076
HOMO-LUMO gap (eV): 7.7

Structure (XYZ):
```
109
Properties=species:S:1:pos:R:3:forces:R:3:mulliken_charge:R:1
Zr -1.384 -0.482 -0.623 1.570 -0.021 -1.033 -1.699
C -0.570 1.140 2.526 -0.198 -0.773 -0.492 -1.616
Sb -1.544 -0.081 4.065 0.407 0.217 0.255 0.718
C -1.195 -2.223 4.044 -0.143 0.194 -0.782 -1.188
C 0.227 0.027 5.426 -0.391 0.063 0.033 -1.769
C 1.341 0.884 4.956 0.145 0.132 -0.048 1.401
C 1.423 2.201 5.423 -0.052 -0.054 0.050 -0.797
C 2.434 3.067 5.040 -0.058 0.014 -0.036 -0.675
C 3.397 2.622 4.146 0.023 -0.080 -0.013 -0.787
C 3.323 1.323 3.664 0.073 0.018 -0.019 -0.574
C 2.310 0.431 4.040 0.222 -0.017 -0.173 0.420
C 2.346 -0.943 3.430 -0.415 0.189 -0.019 -1.541
Sb 1.383 -1.298 1.413 1.234 0.047 0.755 0.100
C 2.576 -3.111 1.317 -0.126 0.044 0.036 -1.176
C 2.954 -0.088 0.538 -0.312 0.062 -0.014 -0.959
H -0.837 2.149 2.828 -0.106 -0.159 0.015 1.023
H -0.897 1.006 1.469 0.005 0.229 1.163 1.005
H 0.513 1.066 2.544 0.070 0.077 0.075 -0.963
H -1.271 -2.536 5.085 -0.021 0.090 0.062 0.525
H -0.216 -2.490 3.648 -0.040 -0.077 0.025 0.146
H -1.978 -2.698 3.455 0.080 -0.126 -0.014 0.350
H 0.533 -1.013 5.552 -0.022 0.058 -0.011 0.456
H -0.155 0.390 6.383 0.093 -0.038 -0.031 0.594
H 0.662 2.542 6.121 0.079 -0.027 -0.032 0.383
H 2.478 4.073 5.442 -0.041 -0.042 -0.035 0.394
H 4.207 3.274 3.836 -0.043 -0.046 0.007 0.396
H 4.083 0.973 2.971 -0.047 0.019 0.069 0.308
H 1.937 -1.718 4.085 0.026 0.103 -0.006 0.707
H 3.384 -1.197 3.207 -0.075 -0.069 0.000 0.757
H 3.375 -2.976 0.586 -0.038 0.001 0.006 0.255
H 1.979 -3.973 1.039 0.000 -0.031 -0.021 0.291
H 3.008 -3.278 2.307 -0.014 0.019 -0.093 0.640
H 3.924 -0.516 0.790 -0.014 -0.005 0.027 0.754
H 2.865 0.924 0.941 0.014 -0.046 -0.071 0.030
H 2.840 -0.047 -0.543 0.055 0.013 -0.013 0.038
O -3.528 -3.093 0.598 0.190 -0.100 0.012 -0.698
S -3.488 -1.671 0.466 -1.607 -0.739 0.711 1.269
O -4.608 -0.952 0.989 0.068 0.175 0.022 -0.787
O -2.166 -1.105 1.076 -0.741 -0.399 1.290 0.519
O -3.220 -1.268 -0.988 -0.704 -0.638 -0.405 -0.327
Cl -3.596 2.072 1.731 0.166 -0.413 0.235 -0.153
C -3.905 1.972 0.034 0.277 -0.384 -0.203 0.638
C -2.955 1.397 -0.838 -1.253 0.198 -0.209 0.560
C -3.384 1.484 -2.170 0.177 -0.071 0.360 0.466
Cl -2.393 0.681 -3.357 -0.166 -0.086 -0.242 -0.174
C -4.541 2.089 -2.640 0.094 0.027 -0.204 -0.274
Cl -4.892 2.157 -4.330 -0.041 0.024 0.008 -0.222
C -5.419 2.641 -1.725 -0.170 0.055 0.105 0.445
Cl -6.858 3.426 -2.257 -0.017 -0.007 0.008 -0.230
C -5.104 2.561 -0.377 -0.122 -0.331 0.105 -0.110
Cl -6.199 3.232 0.777 -0.033 0.047 -0.067 -0.155
C -2.882 4.539 -0.471 0.235 0.396 -0.064 -1.685
C -1.533 4.249 0.148 -0.015 0.078 -0.071 0.660
C -1.372 4.421 1.518 0.056 0.117 0.041 -0.416
C -0.144 4.193 2.118 -0.058 0.309 -0.155 -0.770
C 0.920 3.762 1.351 0.151 0.049 -0.053 -0.651
C 0.779 3.585 -0.025 -0.031 0.139 -0.027 0.227
N 1.966 3.239 -0.717 -0.217 -0.123 -0.042 0.353
C 2.194 2.681 -1.969 -0.069 -0.028 0.201 0.208
C 3.242 3.234 -2.723 0.101 0.068 0.057 -0.545
C 3.537 2.796 -3.995 -0.009 -0.033 0.005 -0.698
C 2.786 1.777 -4.575 -0.017 -0.062 -0.024 -0.976
C 1.793 1.179 -3.828 -0.013 0.014 0.159 -1.312
C 1.500 1.588 -2.517 0.004 -0.112 -0.023 0.970
C 0.504 0.760 -1.791 0.527 0.103 -0.276 1.229
O 0.169 0.968 -0.569 0.661 0.832 -0.213 -0.300
O -0.029 -0.217 -2.373 0.539 0.460 -0.558 -0.889
C -0.447 3.862 -0.650 0.059 0.050 -0.127 1.226
C -0.612 3.801 -2.150 0.008 0.011 0.217 -1.604
H -3.663 4.480 0.289 0.165 0.198 -0.067 0.333
H -3.128 3.833 -1.265 0.156 0.395 0.079 0.417
H -2.906 5.548 -0.898 0.042 0.011 0.014 0.498
H -2.227 4.724 2.117 0.090 -0.028 -0.059 0.358
H -0.018 4.318 3.187 0.016 0.007 -0.011 0.288
H 1.875 3.546 1.823 -0.053 -0.047 -0.024 0.308
H 2.788 3.622 -0.288 0.114 0.108 -0.017 0.365
H 3.805 4.054 -2.287 -0.051 -0.017 -0.045 0.468
H 4.340 3.265 -4.552 -0.025 -0.008 0.042 0.379
H 2.987 1.442 -5.586 -0.006 0.020 0.075 0.446
H 1.221 0.354 -4.229 -0.011 -0.019 0.001 0.594
H 0.307 4.073 -2.665 0.012 0.010 -0.029 0.403
H -1.390 4.487 -2.482 -0.006 -0.035 0.020 0.641
H -0.893 2.795 -2.481 -0.009 0.152 -0.052 -0.031
O -0.410 -2.240 -0.885 -0.435 -1.679 -0.931 0.440
C -0.161 -3.450 -1.607 0.263 0.343 0.027 1.831
C -0.608 -4.674 -0.806 -0.220 0.377 0.026 -0.520
C -0.906 -5.939 -1.225 -0.058 -0.086 0.005 -0.550
C -1.231 -6.812 -0.147 0.020 -0.017 -0.180 -0.784
C -1.169 -6.185 1.061 0.064 -0.029 0.065 -0.749
S -0.736 -4.547 0.890 0.004 0.156 0.229 0.432
C 1.354 -3.576 -1.829 -0.134 0.143 0.064 -0.304
C 2.134 -4.688 -1.739 0.196 -0.116 0.032 -0.403
C 3.495 -4.446 -2.105 -0.122 -0.161 0.090 -0.925
C 3.710 -3.155 -2.469 -0.031 0.097 -0.053 -0.630
S 2.272 -2.227 -2.378 0.006 0.006 0.005 0.162
C -0.813 -3.510 -3.007 0.247 0.174 0.147 -0.386
C -1.944 -2.922 -3.477 -0.059 -0.266 -0.014 -0.855
C -2.221 -3.230 -4.844 -0.107 0.181 0.140 -0.760
C -1.296 -4.060 -5.387 0.082 -0.141 -0.029 -0.639
S -0.074 -4.456 -4.255 0.110 0.093 -0.039 -0.018
H -0.888 -6.239 -2.265 -0.066 0.027 0.082 0.517
H -1.517 -7.848 -0.275 0.041 0.067 0.011 0.423
H -1.367 -6.599 2.040 -0.036 0.056 -0.117 0.453
H 1.748 -5.647 -1.412 0.075 0.128 -0.036 0.521
H 4.269 -5.203 -2.075 -0.054 0.055 -0.028 0.386
H 4.634 -2.692 -2.788 -0.095 -0.067 0.073 0.483
H -2.607 -2.359 -2.855 -0.165 0.311 0.180 0.783
H -3.071 -2.827 -5.381 0.059 -0.096 0.046 0.436
H -1.265 -4.475 -6.384 0.005 0.092 0.081 0.451
```
Positions in Å, forces in eV/Å.

=====

No. 2
# C46H43F4N9O2Si4TeV

A molecular structure, C46H43F4N9O2Si4TeV (wB97M-V/def2-TZVPD, the Open Molecules 2025 dataset).

LUMO (spin up / spin down) (eV): 3.66 / 2.97
Energy above the lowest of the compared OMol25 structures with the same formula, charge and spin (kcal per mole): 95.54
Charge: -2
HOMO (spin up / spin down) (hartree): -0.0993 / -0.0994
HOMO-LUMO gap (spin up / spin down) (eV): 6.4 / 5.7
Spin multiplicity: 4

Structure (XYZ):
```
110
Properties=species:S:1:pos:R:3:forces:R:3:mulliken_charge:R:1
V -0.410 0.770 0.873 -0.757 -0.670 0.188 0.070
O 2.032 2.219 3.374 -0.065 -0.158 -0.336 -0.750
C 1.541 1.688 2.397 0.295 0.193 0.047 0.155
O 0.623 2.196 1.618 0.267 0.134 0.784 -0.818
C 2.060 0.334 1.897 0.473 0.314 0.212 0.650
C 3.249 -0.197 2.421 -0.143 -0.096 -0.143 -1.149
C 3.754 -1.330 1.850 -0.023 0.068 -0.112 -0.594
C 3.060 -1.948 0.786 0.268 0.081 -0.081 1.118
C 3.478 -3.173 0.209 -0.033 0.092 0.005 -0.715
C 2.697 -3.807 -0.710 -0.040 0.054 0.007 -0.764
C 1.459 -3.246 -1.106 0.021 0.033 0.043 -0.602
C 1.044 -2.054 -0.592 -0.017 0.044 -0.033 0.370
C 1.844 -1.382 0.361 -0.158 0.115 -0.228 -0.840
N 1.387 -0.224 0.910 0.772 -0.185 0.246 2.082
H 3.706 0.300 3.262 0.034 0.005 -0.001 0.469
H 4.656 -1.789 2.234 -0.017 -0.004 0.011 0.412
H 4.404 -3.616 0.553 0.043 -0.024 0.028 0.372
H 3.004 -4.760 -1.118 0.002 -0.043 -0.016 0.348
H 0.827 -3.780 -1.801 -0.020 -0.037 -0.036 0.418
H 0.085 -1.626 -0.872 0.149 -0.035 0.014 -0.326
F -2.741 -5.184 3.637 0.540 0.197 0.013 -0.314
C -1.470 -4.727 3.613 -0.234 -0.172 0.407 -0.228
C -0.684 -4.609 4.681 -0.324 -0.172 0.165 -0.344
F -1.056 -4.938 5.934 0.146 0.137 -0.512 -0.382
C 0.698 -4.184 4.369 0.053 -0.277 -0.148 0.824
C 1.433 -5.142 3.361 -0.122 -0.011 0.054 -1.573
C 0.617 -4.088 2.784 0.148 0.168 -0.133 0.174
F 1.260 -3.031 2.195 -0.429 -0.635 0.663 1.085
C -0.847 -4.257 2.319 0.048 -0.266 -0.035 4.629
C -1.469 -2.988 1.788 0.003 0.192 0.246 -1.107
C -1.087 -1.733 2.262 0.056 -0.398 -0.036 0.367
N -0.894 -0.615 2.518 0.244 0.785 -0.097 -1.082
C -0.855 -5.260 1.234 0.032 -0.029 0.347 -0.641
N -0.804 -6.018 0.376 0.006 -0.132 -0.238 -0.817
F 0.862 -6.408 3.258 0.097 0.317 0.008 -0.285
C 1.403 -3.231 5.178 0.035 0.004 0.037 0.392
C 2.737 -2.890 4.876 -0.175 -0.124 0.024 0.125
N 3.828 -2.610 4.619 0.230 0.013 0.063 -0.794
C 0.799 -2.605 6.288 0.008 0.073 -0.054 -0.252
N 0.322 -2.104 7.215 -0.054 0.013 0.075 -0.730
N -2.167 1.092 0.463 -0.663 0.353 0.181 -0.191
C -3.185 0.850 -0.177 -0.187 0.046 -0.254 -0.046
N -4.564 1.078 0.088 -0.145 0.016 -0.084 0.028
C -5.233 1.621 1.091 0.149 -0.005 -0.103 0.627
N -5.847 2.116 1.931 -0.260 0.146 0.316 -0.681
C 4.323 2.782 0.257 -0.007 -0.023 -0.134 -0.781
Si 3.698 3.064 -1.497 -0.006 0.013 0.053 0.475
C 4.789 4.393 -2.286 -0.037 -0.076 0.062 -1.206
C 3.977 1.474 -2.457 0.002 0.083 0.040 -0.724
Si 1.425 3.628 -1.587 0.187 -0.029 -0.012 0.136
Te 0.137 1.514 -1.652 -0.019 0.121 -0.747 -0.807
Si 0.760 5.244 -0.024 0.097 0.005 -0.014 0.807
C 1.007 6.932 -0.853 -0.033 -0.041 0.114 -1.278
C -1.054 5.076 0.397 0.025 -0.006 0.016 -0.932
C 1.830 5.304 1.516 -0.129 -0.042 -0.042 -1.027
Si 0.950 4.452 -3.728 -0.044 -0.049 0.041 0.678
C -0.885 4.869 -3.791 0.084 -0.016 -0.054 -0.957
C 1.301 3.135 -5.028 -0.044 0.089 0.044 -1.101
C 1.897 5.993 -4.279 -0.078 -0.046 0.026 -1.086
H 5.194 2.122 0.236 0.055 -0.020 0.019 0.419
H 3.568 2.313 0.882 -0.048 -0.052 0.048 -0.036
H 4.612 3.710 0.743 0.030 0.128 0.055 0.416
H 5.843 4.139 -2.166 0.098 -0.022 0.011 0.376
H 4.625 5.371 -1.838 -0.025 0.123 0.080 0.335
H 4.584 4.480 -3.351 -0.012 -0.006 -0.158 0.233
H 5.046 1.263 -2.519 0.074 -0.047 -0.009 0.367
H 3.572 1.532 -3.465 -0.035 0.025 -0.145 0.203
H 3.479 0.640 -1.966 -0.039 -0.096 0.082 -0.060
H 0.258 7.127 -1.618 -0.091 0.006 -0.111 0.264
H 1.988 7.019 -1.318 0.142 -0.006 -0.026 0.262
H 0.929 7.713 -0.095 -0.037 0.099 0.043 0.439
H -1.665 5.305 -0.478 -0.061 -0.016 -0.037 0.242
H -1.321 5.769 1.197 -0.042 0.043 0.031 0.379
H -1.294 4.066 0.725 0.007 -0.055 0.016 0.077
H 2.883 5.232 1.255 0.177 0.020 -0.025 0.191
H 1.604 4.501 2.214 -0.009 -0.114 0.034 0.178
H 1.675 6.257 2.024 -0.022 0.090 0.054 0.432
H -1.469 4.021 -3.439 -0.063 -0.121 0.025 0.181
H -1.196 5.110 -4.809 -0.043 0.032 -0.096 0.389
H -1.120 5.719 -3.153 -0.014 0.122 0.077 0.229
H 0.874 2.180 -4.735 -0.084 -0.127 0.040 0.278
H 2.371 2.991 -5.166 0.156 0.006 -0.015 0.249
H 0.870 3.431 -5.986 -0.019 0.019 -0.103 0.378
H 1.656 6.862 -3.671 -0.053 0.089 0.059 0.312
H 1.630 6.216 -5.314 -0.011 0.043 -0.086 0.350
H 2.973 5.847 -4.233 0.149 -0.038 -0.008 0.253
N -2.401 -2.799 0.863 0.181 0.168 0.205 -0.232
C -3.246 -3.288 0.054 -0.434 -0.234 -0.675 -0.052
C -3.672 -4.696 -0.175 0.011 0.020 0.005 0.492
C -3.663 -5.213 -1.468 -0.075 0.050 -0.021 -0.076
C -4.057 -6.517 -1.714 -0.021 -0.053 -0.021 -0.741
C -4.485 -7.323 -0.668 0.022 0.004 0.005 -0.356
C -4.526 -6.808 0.619 -0.021 -0.040 0.019 -0.760
C -4.128 -5.504 0.861 0.026 0.020 0.020 -0.108
C -3.893 -2.209 -0.749 -0.105 0.109 -0.060 -0.012
C -5.344 -2.002 -0.691 0.022 0.035 -0.135 -0.782
C -5.901 -0.807 -0.902 0.082 -0.001 0.006 -1.057
C -5.049 0.403 -1.141 -0.062 0.025 -0.099 -0.494
C -3.558 0.131 -1.492 0.082 -0.208 -0.182 0.262
C -3.117 -1.276 -1.311 0.028 0.054 0.013 -0.734
H -3.332 -4.580 -2.282 0.043 0.020 -0.039 0.442
H -4.021 -6.909 -2.722 -0.001 -0.015 -0.029 0.369
H -4.780 -8.347 -0.856 -0.027 -0.049 -0.011 0.377
H -4.864 -7.426 1.442 -0.002 -0.012 0.007 0.388
H -4.157 -5.105 1.863 -0.005 0.025 0.059 0.509
H -5.963 -2.864 -0.476 -0.047 -0.040 0.037 0.426
H -6.975 -0.681 -0.882 -0.063 0.014 0.010 0.421
H -5.540 1.124 -1.802 0.035 -0.078 0.040 0.428
H -3.158 0.635 -2.374 -0.055 -0.033 0.043 0.563
H -2.047 -1.445 -1.386 -0.047 -0.006 0.050 0.501
```
Positions in Å, forces in eV/Å.

=====

Q: Which max |F| values were calculated for the entries above? A: 0.03827 0.02000, in Eh/bohr.